(1)
DFT (ωB97M-V/def2-TZVPD) results for a molecular structure, C15H23Cl3NO4RhSSi at a distorted geometry.

Strongest force on any atom ... 0.061 Eh/bohr
Electronic energy ... -3119.55924 Eh
Energy relative to the best compared isomer or geometry (same formula, charge and spin) ... 1.755 eV
Total charge ... 0
Frontier orbital gap (alpha / beta) ... 0.255 / 0.255 Ha

Last column: natural (NBO) charge in e.
Element x y z (Å)
Rh1 -0.39 1.01 -1.33  0.83
Cl1 -1.59 -0.04 -6.11  -0.01
Cl2 0.14 0.05 -3.76  0.05
Cl3 -2.46 2.78 -1.59  2.52
S1 -1.25 -1.12 -0.73  0.11
Si1 -2.80 -2.50 2.05  1.62
O1 -3.50 3.69 -1.87  -0.78
O2 -1.80 2.35 -2.83  -0.92
O3 -2.95 1.57 -0.95  -0.84
O4 -1.45 3.36 -0.73  -0.85
N1 -0.59 0.76 0.78  -0.41
C1 -4.38 -2.03 1.18  -1.11
C2 4.79 1.79 -2.14  -0.58
C3 4.22 1.06 -0.91  -0.16
C4 -0.35 1.49 1.87  0.09
C5 2.75 1.06 -1.01  0.02
C6 1.55 1.06 -1.12  -0.27
C7 -1.46 -0.18 3.17  -0.10
C8 -0.54 0.98 -5.13  -0.39
C9 4.66 1.78 0.37  -0.59
C10 -1.92 -3.96 1.28  -1.11
C11 -0.76 1.03 3.11  -0.28
C12 4.71 -0.39 -0.90  -0.59
C13 -3.16 -2.89 3.85  -1.12
C14 -1.21 -0.40 0.85  0.09
C15 -1.71 -0.94 2.04  -0.50
H1 -0.56 1.61 3.99  0.23
H2 4.26 1.27 1.25  0.21
H3 -1.81 -0.53 4.13  0.22
H4 -3.79 -3.78 3.92  0.25
H5 -4.21 -1.77 0.14  0.25
H6 -4.84 -1.17 1.67  0.25
H7 -0.92 -4.08 1.70  0.24
H8 0.16 2.43 1.74  0.23
H9 -3.69 -2.07 4.34  0.24
H10 5.88 1.79 -2.10  0.20
H11 5.75 1.80 0.44  0.21
H12 4.33 -0.92 -0.03  0.21
H13 0.29 1.32 -5.74  0.23
H14 5.81 -0.41 -0.87  0.21
H15 4.47 1.30 -3.05  0.21
H16 4.29 2.81 0.38  0.21
H17 -1.82 -3.85 0.20  0.25
H18 -5.11 -2.85 1.21  0.24
H19 -2.48 -4.87 1.47  0.24
H20 4.38 -0.91 -1.80  0.21
H21 4.44 2.83 -2.16  0.21
H22 -2.24 -3.09 4.41  0.24
H23 -1.12 1.79 -4.71  0.26

---

(2)
DFT (ωB97M-V/def2-TZVPD) results for a molecular structure, C15H23CoN2O2Se3.

Strongest force on any atom ... 0.018 Eh/bohr
Electronic energy ... -9432.42643 Eh
Spin multiplicity ... 4
Total charge ... -1
Expectation value of S² ... 3.760
Frontier orbital gap (alpha / beta) ... 0.218 / 0.222 Ha

Last column: natural (NBO) charge in e.
Element x y z (Å)
Se1 1.52 3.15 0.78  -0.35
Se2 -0.66 -1.02 1.74  -0.62
Se3 2.73 -0.74 -1.55  -0.50
Co1 1.16 0.70 -0.25  1.25
O1 2.38 0.06 1.40  -0.78
O2 1.75 -4.72 0.80  -0.73
N1 2.88 2.64 3.36  -0.49
N2 -2.99 1.12 0.16  -0.34
C1 -1.51 1.27 -1.87  -0.15
C2 -2.03 1.91 0.98  -0.47
C3 1.93 -2.29 0.90  -0.15
C4 -2.32 0.38 -0.97  -0.27
C5 -3.74 0.17 1.01  -0.45
C6 -0.14 1.43 -1.64  -0.47
C7 2.48 -1.26 1.89  -0.06
C8 2.05 -3.62 1.65  -0.05
C9 0.53 2.25 -2.57  -0.18
C10 2.35 2.84 2.35  0.01
C11 0.45 -2.09 0.51  -0.56
C12 -0.11 2.85 -3.64  -0.23
C13 2.79 -2.33 -0.37  -0.54
C14 -1.48 2.66 -3.84  -0.25
C15 -2.17 1.87 -2.95  -0.23
H1 1.35 -3.59 2.50  0.17
H2 -4.45 -0.38 0.40  0.20
H3 -3.11 -0.13 -1.52  0.20
H4 -3.24 1.69 -3.09  0.18
H5 2.48 -3.17 -0.99  0.22
H6 -2.56 2.41 1.79  0.20
H7 1.74 -5.51 1.33  0.46
H8 3.07 -3.71 2.05  0.15
H9 -3.02 -0.52 1.45  0.29
H10 3.54 -1.50 2.08  0.16
H11 -1.98 3.11 -4.68  0.20
H12 -4.26 0.71 1.80  0.20
H13 -0.02 -3.06 0.42  0.22
H14 -1.68 -0.36 -0.48  0.29
H15 -1.52 2.64 0.35  0.25
H16 0.45 3.46 -4.34  0.20
H17 0.37 -1.60 -0.46  0.21
H18 2.57 0.69 2.11  0.52
H19 1.59 2.42 -2.45  0.20
H20 -3.64 1.78 -0.27  0.41
H21 1.93 -1.35 2.83  0.20
H22 3.84 -2.48 -0.10  0.20
H23 -1.29 1.22 1.39  0.28

---

(3)
DFT (ωB97M-V/def2-TZVPD) results for a molecular structure, C15H23F3MgNO2P at a distorted geometry.

Strongest force on any atom ... 0.042 Eh/bohr
Electronic energy ... -1631.63416 Eh
Energy relative to the best compared isomer or geometry (same formula, charge and spin) ... 0.000 eV
Total charge ... 0
Frontier orbital gap ... 0.266 Ha

Last column: natural (NBO) charge in e.
Element x y z (Å)
P1 -1.92 -1.29 -0.20  0.75
Mg1 -0.39 0.79 -0.57  1.71
F1 -3.81 2.94 0.91  -0.34
F2 -2.96 4.26 2.46  -0.31
F3 -1.99 4.09 0.50  -0.34
O1 -1.23 1.56 0.95  -0.93
O2 -1.84 1.88 3.12  -0.59
N1 1.32 0.72 -1.74  -0.60
C1 0.67 -0.42 0.91  -0.61
C2 -2.64 3.40 1.47  0.88
C3 0.18 -1.55 1.54  0.03
C4 -1.41 -2.51 -1.46  -0.96
C5 2.11 1.73 -0.88  -0.23
C6 1.03 -2.27 2.41  -0.24
C7 2.34 -1.81 2.61  -0.24
C8 -1.25 -2.02 1.38  -0.73
C9 -1.82 2.16 1.93  0.70
C10 2.81 -0.67 1.99  -0.22
C11 -3.73 -1.61 -0.03  -0.94
C12 1.35 1.15 -3.14  -0.43
C13 1.95 0.04 1.12  -0.09
C14 1.97 -0.64 -1.69  -0.42
C15 2.63 1.22 0.45  -0.46
H1 -1.63 2.15 -1.86  0.05
H2 1.28 -1.40 -1.30  0.23
H3 0.42 0.97 -3.69  0.20
H4 2.90 -0.57 -1.10  0.22
H5 1.64 2.20 -3.26  0.21
H6 2.61 2.06 1.17  0.24
H7 2.25 -0.93 -2.71  0.19
H8 3.70 0.98 0.36  0.21
H9 3.04 -2.36 3.24  0.21
H10 -1.35 -3.12 1.40  0.22
H11 2.95 2.10 -1.50  0.21
H12 -1.96 -3.46 -1.36  0.23
H13 -1.16 1.80 -2.40  -0.03
H14 1.42 2.57 -0.73  0.19
H15 -4.13 -0.90 0.71  0.25
H16 -1.88 -1.59 2.19  0.25
H17 0.67 -3.17 2.93  0.20
H18 -0.33 -2.70 -1.42  0.24
H19 -3.95 -2.65 0.29  0.23
H20 -1.64 -2.05 -2.44  0.22
H21 3.83 -0.28 2.10  0.19
H22 -4.19 -1.41 -1.00  0.23
H23 2.12 0.57 -3.67  0.20

---

(4)
DFT (ωB97M-V/def2-TZVPD) results for a molecular structure, C15H23F3NO2PRu at a distorted geometry.

Strongest force on any atom ... 0.097 Eh/bohr
Electronic energy ... -1525.64123 Eh
Spin multiplicity ... 5
Energy relative to the best compared isomer or geometry (same formula, charge and spin) ... 0.592 eV
Total charge ... +2
Expectation value of S² ... 6.030
Frontier orbital gap (alpha / beta) ... 0.268 / 0.172 Ha

Last column: natural (NBO) charge in e.
Element x y z (Å)
Ru1 -0.33 -0.58 -0.71  0.51
P1 -2.28 0.15 0.07  1.21
F1 2.32 2.57 2.21  -0.31
F2 3.32 0.82 3.10  -0.30
F3 1.21 1.25 3.59  -0.32
O1 2.46 -0.38 0.83  -0.68
O2 0.47 0.69 1.02  -0.74
N1 0.43 -2.65 -2.33  -0.37
C1 -2.69 -1.16 1.35  -0.83
C2 -1.86 -3.35 2.22  -0.07
C3 -0.89 -4.36 2.28  -0.24
C4 1.67 0.41 1.35  0.72
C5 0.42 -3.20 0.60  0.08
C6 -0.56 -2.20 0.52  -0.41
C7 -0.70 -1.71 -2.50  -0.52
C8 2.14 1.27 2.59  0.89
C9 -3.69 0.03 -1.06  -0.96
C10 1.69 -3.12 -0.18  -0.51
C11 -1.69 -2.27 1.35  0.29
C12 0.25 -4.27 1.49  0.00
C13 1.62 -2.29 -1.45  -0.22
C14 -2.55 1.63 1.08  -0.96
C15 0.91 -3.03 -3.70  -0.41
H1 -1.68 1.73 1.75  0.29
H2 2.50 -2.51 -2.06  0.27
H3 -1.23 -2.03 -3.41  0.29
H4 -3.71 0.96 -1.65  0.28
H5 2.04 -4.14 -0.43  0.25
H6 0.06 -3.40 -4.28  0.24
H7 -2.72 -0.66 2.33  0.30
H8 1.34 -2.14 -4.17  0.24
H9 -3.48 1.56 1.65  0.26
H10 -1.24 1.13 -0.84  0.04
H11 1.67 -3.81 -3.60  0.25
H12 2.47 -2.65 0.44  0.35
H13 -3.71 -1.54 1.14  0.29
H14 1.65 -1.19 -1.27  0.25
H15 -1.03 -5.20 2.95  0.27
H16 0.08 -3.57 -1.98  0.45
H17 -2.75 -3.38 2.84  0.25
H18 -4.62 -0.10 -0.50  0.27
H19 1.04 -5.02 1.54  0.25
H20 -1.54 -1.86 -1.78  0.30
H21 -3.54 -0.82 -1.74  0.23
H22 -2.58 2.50 0.41  0.27
H23 -0.36 -0.69 -2.83  0.27

---

(5)
DFT (ωB97M-V/def2-TZVPD) results for a gas-phase ion, C15H23N2O5 (charge +1) at a distorted geometry.

Strongest force on any atom ... 0.100 Eh/bohr
Electronic energy ... -1070.63114 Eh
Total charge ... +1
Frontier orbital gap ... 0.249 Ha
Structure (SMILES) ... CCN(CCc1c[nH+]c(OC[C@@H](C)O)cc1C(=O)O)C(C)=O

Last column: natural (NBO) charge in e.
Element x y z (Å)
O1 1.69 3.30 -2.96  -0.53
O2 3.36 -0.11 1.85  -0.54
O3 -4.22 -1.42 2.98  -0.71
O4 -2.25 -2.98 0.18  -0.46
O5 2.07 -1.23 3.35  -0.68
N1 1.25 1.52 -1.36  -0.57
N2 -0.58 -2.17 -1.37  -0.50
C1 0.65 -1.55 -1.76  0.08
C2 2.34 -0.85 2.00  0.75
C3 1.06 3.43 0.43  -0.65
C4 1.38 -1.30 0.83  -0.05
C5 1.68 -1.06 -0.70  0.07
C6 3.04 -0.32 -1.19  -0.45
C7 -3.45 -0.36 0.87  -0.67
C8 0.00 -1.99 1.13  -0.27
C9 -3.11 -1.40 2.04  0.07
C10 -2.74 -2.88 1.55  -0.12
C11 2.70 1.28 -1.09  -0.24
C12 1.02 2.32 -2.58  0.73
C13 -0.24 1.87 -3.50  -0.72
C14 0.51 2.04 -0.17  -0.21
C15 -0.98 -2.40 0.02  0.56
H1 0.21 3.87 1.07  0.23
H2 -3.83 -1.35 3.87  0.48
H3 -2.52 0.26 0.57  0.21
H4 2.50 -0.52 3.89  0.52
H5 3.39 1.78 -1.86  0.25
H6 -0.26 -2.14 2.23  0.28
H7 -3.89 -0.84 -0.07  0.23
H8 -4.21 0.42 1.27  0.26
H9 3.29 -0.63 -2.26  0.23
H10 -0.04 2.06 -4.60  0.26
H11 0.39 1.28 0.68  0.20
H12 -1.17 2.46 -3.14  0.25
H13 3.05 1.60 -0.05  0.23
H14 -3.72 -3.50 1.59  0.25
H15 0.95 -1.38 -2.86  0.28
H16 1.96 3.16 1.10  0.21
H17 -0.57 2.26 -0.54  0.21
H18 -2.21 -0.97 2.62  0.17
H19 -1.22 -2.47 -2.13  0.46
H20 -2.00 -3.43 2.23  0.20
H21 -0.49 0.76 -3.27  0.20
H22 1.32 4.20 -0.38  0.25
H23 3.91 -0.62 -0.52  0.27